No. 1
The following is a quantum chemistry calculation of C56H51NP3S4SbScSi as an isolated structure in a non-equilibrium geometry, from the OMol25 dataset.

Computed properties:
Gap between HOMO and LUMO (alpha / beta) (hartree): 0.2039 / 0.2327
Multiplicity: 2
F_max (eV/Å): 1.67
Molecular weight (g/mol): 1154.023
Total charge: 0

Geometry (Å):
Sc: -0.956562 -0.994297 -0.669642
C: 2.643293 -5.786133 -3.981491
C: 1.855017 -5.651146 -2.890815
C: 1.877050 -4.410819 -2.072624
C: 2.465804 -3.235699 -2.791946
C: 3.352664 -3.466446 -3.816775
C: 3.479062 -4.728641 -4.389029
P: 1.886651 -1.651943 -2.104449
C: 3.420031 -1.184836 -1.183721
C: 4.604596 -0.858011 -1.835233
C: 5.734924 -0.553600 -1.100731
C: 5.696840 -0.572457 0.284858
C: 4.520222 -0.898029 0.937240
C: 3.389756 -1.206771 0.202547
C: 2.111956 -0.282270 -3.317190
C: 2.623803 -0.409789 -4.600078
C: 3.032398 0.714438 -5.301915
C: 2.939121 1.967017 -4.720957
C: 2.303608 2.106189 -3.498279
C: 1.860904 0.997837 -2.793902
Si: 0.500993 1.053839 -1.442391
C: -0.808770 2.194582 -2.280162
C: -0.769640 2.622330 -3.600793
C: -1.671745 3.552053 -4.087291
C: -2.606021 4.115036 -3.235184
C: -2.704378 3.660578 -1.933867
C: -1.849683 2.663672 -1.473160
P: -2.254853 1.790283 0.087267
C: -4.084111 1.883461 -0.243195
C: -5.100922 2.631548 0.340607
C: -6.416983 2.445368 -0.055340
C: -6.737273 1.541462 -1.051616
C: -5.723069 0.868805 -1.714860
C: -4.416228 1.042840 -1.311243
C: -1.898942 2.983460 1.515956
C: -0.287575 4.126554 2.427715
C: -0.782795 4.733695 3.688842
C: -2.003219 4.540828 4.196258
C: -3.005395 3.630719 3.686199
C: -2.979754 2.948936 2.536045
C: 0.600951 2.218963 0.101084
C: 0.542007 3.609284 -0.314233
C: -0.381275 4.503738 0.045332
C: -1.261974 4.371634 1.237530
C: -0.572811 2.625700 2.274220
C: 0.189595 1.785038 1.311986
P: 0.190507 -0.012568 1.672336
C: 1.637874 -0.158942 2.772129
C: 2.435428 0.908262 3.158162
C: 3.419505 0.711850 4.112992
C: 3.613422 -0.541546 4.669232
C: 2.849886 -1.620028 4.243834
C: 1.863608 -1.430037 3.298626
C: -0.997864 -0.369401 3.042959
C: -1.937163 -1.370303 2.814059
C: -2.829655 -1.755932 3.799063
C: -2.780907 -1.153032 5.043872
C: -1.797944 -0.213019 5.310004
C: -0.899698 0.164337 4.329199
H: 2.617108 -6.691778 -4.569679
H: 1.229129 -6.461809 -2.546078
H: 0.858356 -4.163035 -1.746345
H: 3.943116 -2.663144 -4.228385
H: 4.170858 -4.873413 -5.204085
H: 4.644945 -0.833414 -2.914421
H: 6.653300 -0.296207 -1.608135
H: 6.583619 -0.341510 0.857014
H: 4.483979 -0.907896 2.015424
H: 2.462116 -1.482006 0.693542
H: 2.678445 -1.377611 -5.071834
H: 3.444057 0.611175 -6.295609
H: 3.315909 2.837917 -5.236127
H: 2.142613 3.096028 -3.092845
H: -0.025391 2.208438 -4.263527
H: -1.636551 3.848173 -5.125980
H: -3.281200 4.880576 -3.588917
H: -3.460231 4.074380 -1.280528
H: -4.880458 3.374492 1.094091
H: -7.197816 3.026311 0.416727
H: -7.768243 1.368400 -1.318387
H: -5.949277 0.218196 -2.547563
H: -3.607859 0.558277 -1.855503
H: 0.737772 4.439301 2.224212
H: -0.107919 5.420490 4.181845
H: -2.267294 5.060604 5.107349
H: -3.847164 3.468836 4.345891
H: -3.736059 2.193904 2.366416
H: 1.201192 3.857920 -1.133880
H: -0.407959 5.459541 -0.460439
H: -1.939149 5.222016 1.348454
H: -0.734037 2.128733 3.226677
H: 2.274700 1.886218 2.726090
H: 4.029306 1.545890 4.430059
H: 4.356904 -0.677871 5.440111
H: 3.018092 -2.604352 4.654991
H: 1.250932 -2.261500 2.969494
H: -1.916162 -1.898193 1.866074
H: -3.553434 -2.534402 3.601745
H: -3.471131 -1.445688 5.822250
H: -1.714763 0.220348 6.297120
H: -0.091522 0.839320 4.580307
S: -0.815700 -4.427143 -4.074495
Sb: -2.228722 -3.563343 -2.536830
S: -2.045708 -1.244888 -2.889400
S: -0.785975 -3.423466 0.013110
N: -3.331348 -1.414609 0.078670
H: -3.763974 -0.871762 0.829791
H: -3.421961 -2.405864 0.323829
H: -3.903958 -1.260424 -0.757479
C: -0.605863 -6.135589 1.110414
S: 0.075043 -4.508767 1.544395
C: 2.696961 -4.683945 -0.787877
H: -0.052100 -6.879073 1.672750
H: -0.468881 -6.285350 0.043063
H: -1.660829 -6.172227 1.365611
H: 3.730248 -4.900154 -1.048617
H: 2.281759 -5.539885 -0.260067
H: 2.673914 -3.813808 -0.132523

Atomic forces in eV per Å
-0.2 -0.5 -0.2
-0.3 -0.3 0.2
0.2 0.0 -0.2
-0.1 -0.1 0.3
-0.3 0.1 -0.3
-0.1 0.4 0.3
0.2 0.0 -0.2
0.5 0.3 -0.1
-0.3 -0.1 0.3
0.0 0.0 0.1
0.1 0.0 -0.1
-0.1 0.0 0.1
0.1 0.0 0.1
-0.2 -0.1 -0.2
-0.2 -0.1 -0.2
-0.1 0.0 -0.1
0.1 0.0 0.0
0.0 0.1 -0.1
0.2 0.1 0.1
-0.5 -0.4 0.6
-0.1 0.5 -0.1
0.0 -0.5 0.2
0.1 -0.1 -0.1
0.0 0.1 -0.1
-0.1 0.2 0.0
0.2 0.0 0.0
-0.2 -0.1 -0.4
-0.7 0.7 0.0
0.1 -0.4 0.1
0.3 0.0 0.1
-0.2 0.1 0.0
-0.1 0.0 0.0
0.0 0.0 0.0
0.1 0.1 0.0
-0.2 -0.6 -0.3
0.3 0.2 0.0
-0.2 0.0 0.2
0.5 0.3 0.3
-0.4 -0.3 -0.3
-0.3 0.0 0.3
0.4 -0.7 0.1
0.1 1.0 0.1
0.6 0.1 -0.1
-0.1 0.3 -0.2
0.3 -0.1 0.4
0.4 0.1 -0.1
0.0 0.3 0.4
0.2 -0.3 -0.4
-0.2 -0.1 -0.1
0.1 0.0 0.2
0.1 0.1 0.1
0.0 -0.1 0.1
0.1 0.1 0.0
-0.1 -0.1 -0.2
0.2 0.0 -0.3
-0.2 0.0 0.2
0.0 -0.1 0.0
0.1 0.2 0.1
0.0 -0.1 0.0
0.1 -0.1 0.0
-0.1 -0.1 0.0
0.2 -0.1 -0.1
0.0 0.1 -0.1
0.1 0.0 -0.1
0.0 0.0 -0.1
0.1 0.0 -0.1
0.1 0.1 0.0
0.0 0.0 0.1
0.1 0.0 0.0
0.1 -0.1 0.0
0.0 0.0 -0.1
0.0 0.1 -0.1
0.0 0.1 0.0
0.1 0.0 -0.1
0.0 0.0 -0.1
-0.1 0.1 0.0
-0.1 0.0 0.0
0.0 0.0 0.0
0.0 0.0 0.0
-0.1 0.1 -0.1
0.0 -0.1 0.0
-0.2 -0.1 0.0
-0.1 -0.1 0.0
0.0 0.1 0.1
0.0 0.1 0.1
-0.1 -0.1 0.0
-0.1 0.1 0.2
0.0 0.2 -0.1
0.0 0.1 -0.1
0.0 -0.1 0.0
0.0 0.1 -0.2
0.0 0.1 0.0
0.0 0.0 0.0
0.1 0.0 0.0
0.0 -0.1 0.0
0.0 -0.1 0.0
-0.1 0.1 0.2
0.0 -0.1 0.0
-0.1 0.0 0.0
0.0 0.0 0.1
0.0 0.1 0.0
-0.6 0.3 0.4
0.1 -1.3 -1.0
0.6 0.6 0.2
-0.5 0.1 0.3
-0.3 -0.1 -0.1
0.2 -0.1 -0.2
0.1 0.3 -0.1
0.2 -0.1 0.3
0.0 0.4 0.0
0.1 -0.1 0.0
0.0 0.0 -0.1
0.1 -0.1 0.1
0.0 -0.1 0.0
-0.1 -0.1 0.0
0.2 0.0 0.0
0.0 0.0 0.1
0.0 -0.1 0.1

No. 2
The following is a quantum chemistry calculation of C56H52AsBN6PPt as an isolated structure, from the OMol25 dataset.

Computed properties:
Gap between HOMO and LUMO (alpha / beta) (hartree): 0.2357 / 0.2357
Multiplicity: 1
F_max (eV/Å): 0.75
Molecular weight (g/mol): 1120.860
Total charge: +1

Geometry (Å):
Pt: -1.757400 -0.253874 0.112791
C: -5.793809 -2.236594 -3.198139
C: -4.369492 -2.136320 -2.751139
C: -3.246773 -2.721258 -3.294034
C: -2.176006 -2.308564 -2.489440
N: -2.624673 -1.488244 -1.544849
N: -3.972959 -1.387736 -1.699952
B: -4.849053 -0.539711 -0.748034
N: -4.608155 -1.016524 0.686261
N: -3.349105 -1.010721 1.171061
C: -3.403102 -1.414558 2.445846
C: -4.735069 -1.669662 2.774540
C: -5.469408 -1.416995 1.629583
C: -6.942216 -1.536579 1.402536
C: -2.229457 -1.626139 3.309206
C: -1.035677 -2.134222 2.805721
C: 0.017339 -2.425889 3.665646
C: -0.104550 -2.199806 5.027928
C: -1.291547 -1.683334 5.533784
C: -2.347642 -1.407141 4.681143
N: -4.480212 0.955937 -0.780605
N: -3.211773 1.414733 -0.579756
C: -3.269913 2.746153 -0.726620
C: -4.596006 3.142709 -0.932056
C: -5.332647 1.981620 -0.976296
C: -6.793070 1.813603 -1.262501
C: -2.144550 3.688456 -0.911287
C: -1.237204 3.477326 -1.945172
C: -0.343333 4.477546 -2.307514
C: -0.334044 5.686567 -1.625427
C: -1.223360 5.893962 -0.578962
C: -2.134623 4.905750 -0.234188
C: -0.773683 -2.742492 -2.623770
C: -0.226039 -2.887743 -3.896738
C: 1.058448 -3.386640 -4.060719
C: 1.800061 -3.772438 -2.951131
C: 1.254308 -3.639892 -1.682326
C: -0.018042 -3.117660 -1.517876
H: -5.851049 -2.891066 -4.065333
H: -6.193868 -1.260777 -3.479036
H: -6.434191 -2.646496 -2.415513
H: -3.208599 -3.407242 -4.127972
H: -6.001769 -0.664284 -1.036295
H: -5.108928 -2.032169 3.720024
H: -7.413644 -1.927963 2.301999
H: -7.166313 -2.210048 0.574553
H: -7.390097 -0.567456 1.175173
H: -0.956293 -2.360579 1.744064
H: 0.933279 -2.847640 3.274701
H: 0.718469 -2.433879 5.693301
H: -1.395332 -1.501890 6.597084
H: -3.272093 -1.004240 5.078444
H: -4.947967 4.149114 -1.106302
H: -7.225837 2.788259 -1.479543
H: -7.328579 1.383845 -0.414000
H: -6.960398 1.166207 -2.123299
H: -1.291258 2.546617 -2.498628
H: 0.336428 4.328962 -3.139919
H: 0.355321 6.470194 -1.918505
H: -1.218037 6.835117 -0.040695
H: -2.849560 5.076081 0.563966
H: -0.808436 -2.594531 -4.763669
H: 1.476647 -3.480979 -5.056446
H: 2.796310 -4.185201 -3.073595
H: 1.819759 -3.962447 -0.821431
H: -0.451992 -3.048399 -0.528417
C: 1.402586 -0.412502 1.217510
C: 2.742581 0.269851 1.483571
As: 4.086101 -0.731452 2.547138
C: 5.489489 0.586839 2.235269
C: 5.745543 1.173348 0.992937
C: 6.780479 2.086936 0.845904
C: 7.573289 2.425285 1.938779
C: 7.322857 1.853694 3.177719
C: 6.284120 0.939954 3.323666
C: 4.593299 -2.143799 1.278665
C: 5.737504 -2.112557 0.481907
C: 6.054172 -3.184287 -0.347144
C: 5.247476 -4.314067 -0.378036
C: 4.133768 -4.380379 0.450174
C: 3.814303 -3.303732 1.268957
P: 0.449934 0.498280 -0.083901
C: 0.588057 2.182348 0.583578
C: 1.580419 3.083548 0.209734
C: 1.772587 4.245960 0.947225
C: 0.981434 4.509163 2.057115
C: -0.023840 3.621853 2.422215
C: -0.220159 2.464338 1.685509
C: 1.499367 0.378722 -1.556350
C: 2.460013 -0.626471 -1.671293
C: 3.276197 -0.692542 -2.792223
C: 3.138316 0.241388 -3.811239
C: 2.170363 1.232623 -3.711771
C: 1.354871 1.296682 -2.592513
H: 0.792218 -0.391655 2.114825
H: 1.488544 -1.458794 0.912570
H: 2.570487 1.168676 2.070893
H: 3.231594 0.580416 0.566159
H: 5.151243 0.912235 0.124236
H: 6.973336 2.531101 -0.124108
H: 8.385374 3.133346 1.821373
H: 7.934828 2.116245 4.032681
H: 6.090478 0.498230 4.294120
H: 6.402624 -1.261718 0.514962
H: 6.951512 -3.142745 -0.954302
H: 5.499858 -5.149149 -1.021213
H: 3.527262 -5.278973 0.476797
H: 2.979032 -3.393558 1.954529
H: 2.215495 2.876010 -0.643566
H: 2.551063 4.941205 0.657085
H: 1.145114 5.409507 2.639250
H: -0.652638 3.834425 3.279684
H: -0.996772 1.765379 1.979475
H: 2.595843 -1.367812 -0.891728
H: 4.019397 -1.479417 -2.860078
H: 3.784027 0.196267 -4.680687
H: 2.049956 1.960575 -4.506358
H: 0.607463 2.070439 -2.521928

Atomic forces in eV per Å
0.1 -0.1 0.7
0.1 0.0 0.0
-0.1 0.2 -0.1
0.0 -0.2 0.0
0.1 0.0 -0.2
0.3 -0.2 0.1
0.0 0.2 0.2
0.1 0.1 -0.2
0.0 -0.2 0.0
-0.4 0.1 -0.4
0.1 -0.1 0.1
0.0 -0.1 0.2
-0.1 0.0 0.1
0.1 0.0 0.0
0.0 0.1 -0.1
0.0 -0.1 0.0
0.0 0.0 0.0
0.0 0.0 0.0
0.0 0.0 0.0
0.0 0.1 0.1
-0.1 -0.1 0.1
0.1 0.3 -0.2
0.0 0.0 0.1
0.0 0.2 -0.1
0.0 -0.1 -0.1
0.1 0.0 0.1
0.0 -0.1 0.1
-0.1 0.1 0.0
0.0 0.0 0.0
0.0 0.0 0.0
0.0 0.0 0.0
0.1 0.0 0.1
-0.1 0.0 0.0
0.1 0.1 -0.1
0.0 0.0 0.0
0.0 0.0 0.0
0.0 -0.1 -0.1
0.0 0.0 0.0
0.0 0.0 0.0
0.0 0.0 0.0
0.0 0.0 0.0
0.0 0.1 0.1
0.1 0.0 0.0
0.0 0.0 -0.1
0.0 0.0 0.0
0.0 0.0 0.0
0.0 0.0 0.0
0.0 0.0 0.0
0.0 0.0 0.0
-0.1 0.0 -0.1
0.0 0.0 -0.1
0.0 0.0 0.0
0.1 -0.1 0.0
0.0 0.0 0.0
0.0 0.0 0.0
0.0 0.0 0.0
-0.1 0.1 0.0
0.0 0.0 0.0
0.0 -0.1 0.0
0.0 -0.1 0.0
0.0 0.0 0.0
0.0 0.0 0.1
0.0 0.0 0.1
-0.1 0.0 0.0
0.1 0.0 0.1
-0.1 0.0 0.1
0.0 0.0 -0.2
0.0 -0.1 0.0
-0.1 0.0 0.0
0.2 0.0 0.0
0.1 0.0 0.1
0.0 0.0 0.1
0.0 0.0 0.0
0.0 0.0 0.0
0.0 0.0 -0.1
0.0 0.0 -0.1
-0.1 -0.1 -0.1
0.0 0.0 0.0
0.0 0.0 0.0
0.0 0.1 0.0
0.1 0.0 0.0
-0.3 0.1 -0.5
0.0 0.0 0.0
0.0 0.0 0.1
0.0 -0.1 0.0
0.0 0.0 0.0
0.0 0.0 0.0
0.1 0.1 0.0
0.0 -0.1 0.0
0.1 0.0 0.1
0.0 0.1 0.0
0.0 -0.1 0.0
0.0 0.0 0.0
0.0 0.0 -0.1
-0.1 0.0 0.1
0.0 0.0 0.0
0.0 0.1 0.1
-0.1 0.0 -0.1
0.0 0.0 0.0
0.0 0.0 0.1
-0.1 0.0 0.0
0.0 0.0 0.0
0.0 0.0 0.0
0.0 0.1 0.0
-0.1 0.0 0.0
0.0 0.0 0.1
0.0 0.0 0.0
-0.1 0.0 0.0
0.0 0.0 0.0
0.0 0.0 0.0
0.0 -0.1 -0.1
0.0 0.0 -0.1
-0.1 0.0 0.0
0.0 0.1 0.0
0.0 0.1 0.0
0.0 0.0 0.0
0.0 -0.1 0.0
0.1 0.0 0.0